The following is a DFT calculation (the ωB97M-V functional and the def2-TZVPD basis) of C17H20MoN5O6S3Te as an isolated structure.

Cartesian coordinates (Å):
Mo1 0.17578 -0.46363 0.65878
C1 2.46016 -3.19516 3.44779
C2 1.33752 -2.32138 2.94028
S1 0.63013 -2.81205 1.41063
C3 0.89740 -1.27086 3.65652
C4 1.38522 -0.80470 4.99548
S2 -0.59676 -0.48065 3.10367
H1 2.92494 -3.71421 2.61196
H2 2.07417 -3.94668 4.14341
H3 3.22310 -2.60757 3.95970
H4 2.19909 -1.41845 5.37791
H5 0.56242 -0.82686 5.71702
H6 1.74311 0.22733 4.93803
C5 -3.47755 2.55841 -5.35642
O1 -3.31671 3.14619 -4.07452
C6 -2.37750 2.67457 -3.20669
O2 -2.20838 3.25459 -2.16634
N1 -1.69492 1.56952 -3.63416
N2 -0.84533 0.90853 -2.73987
H7 -4.19835 3.17961 -5.88159
H8 -3.88035 1.54374 -5.29032
H9 -2.54110 2.54878 -5.91681
H10 -2.09243 1.02562 -4.38311
H11 -0.00113 0.60897 -3.21106
H12 -1.26009 0.07699 -2.33189
S3 -2.26504 -1.09895 -0.04973
C7 -3.32495 0.19127 -0.25939
N3 -2.97717 1.43767 0.17414
C8 -3.75867 2.50726 0.01505
C9 -4.97871 2.36148 -0.57502
C10 -5.31045 1.06728 -0.99235
N4 -4.53137 0.02074 -0.85326
H13 -2.07052 1.53323 0.65370
H14 -3.34930 3.43984 0.37559
H15 -5.64084 3.19780 -0.73240
H16 -6.26907 0.88385 -1.46945
Te1 -0.12990 1.78383 2.30149
O3 1.78376 -1.58178 -3.02678
C11 1.59321 -1.30974 -1.84657
O4 0.44284 -0.99683 -1.34661
C12 2.68497 -1.29005 -0.84074
C13 3.86060 -1.95770 -1.10169
C14 4.87117 -2.01467 -0.15229
C15 4.68877 -1.36142 1.04925
C16 3.51901 -0.64785 1.28682
C17 2.42330 -0.61953 0.38793
N5 3.52885 0.10215 2.52488
O5 3.01035 1.20175 2.53553
O6 4.11298 -0.37547 3.49346
H17 3.95173 -2.44583 -2.06397
H18 5.79081 -2.55106 -0.34708
H19 5.45012 -1.36789 1.81600
H20 1.77105 0.43000 0.27508

The expectation value of S² is 2.08. The value obtained for the energy above the lowest of the compared OMol25 structures with the same formula, charge and spin is 42.18 kcal/mol. The HOMO energy (spin up / spin down) comes out at -3.6668 / -3.3560 eV. The multiplicity is 3. Its total charge is -1. The LUMO energy (spin up / spin down) is 0.0788 / 0.0779 Ha.

---

The following is a DFT calculation (the ωB97M-V functional and the def2-TZVPD basis) of one molecule with the formula C17H20N2O3S at a distorted geometry.

Cartesian coordinates (Å):
C1 -5.54293 -0.61601 -1.06970
N1 -4.13265 -0.55554 -0.75096
S1 -3.75491 0.63063 0.39482
O1 -4.74760 0.57072 1.42423
O2 -3.50360 1.89891 -0.23635
C2 -2.20422 -0.01178 1.01906
C3 -1.08559 0.79553 0.99617
C4 0.12303 0.29819 1.47358
C5 0.16826 -0.99980 1.97761
C6 -0.96314 -1.79695 1.99580
C7 -2.16331 -1.30253 1.50987
H1 -3.06656 -1.89075 1.50694
H2 -0.91022 -2.80075 2.38865
H3 1.11371 -1.36283 2.35199
C8 1.40609 1.07025 1.46436
O3 2.31147 0.81250 2.23150
N2 1.47533 2.06576 0.54549
H4 0.73481 2.14637 -0.13345
C9 2.74723 2.63779 0.17466
H5 2.62490 3.70788 -0.01120
H6 3.41613 2.48787 1.02449
C10 3.31900 1.93505 -1.07242
C11 3.36599 0.45473 -0.81981
C12 2.28438 -0.35020 -1.15458
C13 2.27325 -1.69314 -0.82177
C14 3.34840 -2.24819 -0.15118
C15 4.43616 -1.45664 0.17652
C16 4.44254 -0.11411 -0.15257
H7 5.28612 0.50329 0.11947
H8 5.27764 -1.88519 0.70024
H9 3.33827 -3.29448 0.11629
H10 1.41941 -2.30336 -1.07991
H11 1.44016 0.07493 -1.68184
H12 4.31696 2.32765 -1.26955
H13 2.68267 2.15222 -1.93356
H14 -1.20333 1.80259 0.62553
C17 -3.26557 -0.45815 -1.90120
H15 -2.23465 -0.47043 -1.55094
H16 -3.43430 -1.31647 -2.55046
H17 -3.43839 0.46637 -2.46399
H18 -5.76218 -1.57570 -1.53831
H19 -5.84962 0.19491 -1.73989
H20 -6.08918 -0.53115 -0.13366

The value obtained for the energy above the lowest of the compared OMol25 structures with the same formula, charge and spin is 29.65 kcal/mol. The HOMO energy comes out at -9.1584 eV. The LUMO energy is 0.0131 Ha.

---

The following is a DFT calculation (the ωB97M-V functional and the def2-TZVPD basis) of one molecule with the formula C17H20N4O at a distorted geometry.

Cartesian coordinates (Å):
C1 1.30515 3.14954 2.93038
C2 1.57005 3.26021 1.42844
C3 1.49103 1.88468 0.79102
O1 0.50581 1.46680 0.22086
N1 2.62821 1.15446 0.91618
H1 3.36130 1.49114 1.51925
C4 2.65472 -0.23898 0.53171
H2 2.00036 -0.31985 -0.34024
H3 3.67323 -0.51448 0.24842
C5 2.12479 -1.13699 1.65531
H4 2.86300 -1.22924 2.45400
H5 1.24010 -0.65473 2.07430
C6 1.74369 -2.54361 1.17130
N2 0.89004 -2.54505 0.00398
C7 -0.24762 -1.80483 -0.15364
N3 -0.52068 -1.48909 -1.39891
C8 -1.62027 -0.78008 -1.70020
C9 -1.86509 -0.45027 -3.05841
C10 -2.97453 0.29352 -3.36642
C11 -3.86900 0.73265 -2.37729
C12 -3.65347 0.42462 -1.06446
C13 -2.52746 -0.33887 -0.69911
C14 -2.24941 -0.70965 0.62564
C15 -1.12656 -1.45234 0.92227
C16 -0.92234 -1.84547 2.25659
N4 -0.80891 -2.14988 3.35930
H6 -2.92425 -0.41684 1.41907
H7 -4.33276 0.75732 -0.29258
H8 -4.72910 1.31834 -2.66725
H9 -3.16955 0.55452 -4.39748
C17 -0.89830 -0.91366 -4.10027
H10 -1.23860 -0.64390 -5.09676
H11 -0.77453 -1.99298 -4.03864
H12 0.07659 -0.46388 -3.92045
H13 1.36844 -2.63870 -0.88177
H14 2.64304 -3.10380 0.90676
H15 1.24558 -3.07081 1.99018
H16 0.80825 3.88996 0.96880
H17 2.55186 3.70165 1.24793
H18 1.31846 4.13523 3.38944
H19 0.33032 2.70043 3.10530
H20 2.05841 2.53287 3.41745

The value obtained for the energy above the lowest of the compared OMol25 structures with the same formula, charge and spin is 7.32 kcal/mol. The HOMO energy comes out at -7.9766 eV. The LUMO energy is 0.0024 Ha.

---

The following is a DFT calculation (the ωB97M-V functional and the def2-TZVPD basis) of one molecule with the formula C17H20Si at a distorted geometry.

Cartesian coordinates (Å):
C1 -2.17831 -1.60950 3.55973
C2 1.07420 3.93412 -0.44456
C3 0.62719 3.23466 0.67104
C4 -2.51839 -2.27540 2.39006
C5 -0.98871 -0.89647 3.64251
C6 0.93268 3.42322 -1.71074
C7 0.06068 1.96931 0.49562
C8 -1.68749 -2.17856 1.28642
C9 -0.16862 -0.79734 2.54170
C10 0.28318 2.22576 -1.89201
C11 -0.09322 1.47824 -0.77906
C12 -0.53349 -1.42725 1.37358
C13 0.10523 1.45809 -3.18403
C14 -0.09803 0.03146 -2.70776
C15 0.47066 -2.90016 -1.00920
C16 2.21552 -0.85242 0.21972
C17 -0.43265 0.06437 -1.22411
Si1 0.43214 -1.25950 -0.17322
H1 -2.89561 -1.58003 4.36329
H2 1.45690 4.93593 -0.27972
H3 0.71783 3.65986 1.65204
H4 -3.44591 -2.84582 2.32896
H5 -0.73174 -0.39779 4.56684
H6 1.21643 4.05763 -2.55904
H7 -0.21389 1.34663 1.32026
H8 -1.95949 -2.58244 0.34465
H9 0.75060 -0.22910 2.55756
H10 0.95131 1.53958 -3.85826
H11 -0.76644 1.83001 -3.71852
H12 0.81250 -0.56614 -2.83371
H13 -0.87927 -0.49231 -3.28189
H14 -0.52577 -3.03983 -1.46795
H15 1.20975 -3.04904 -1.81903
H16 0.61324 -3.62303 -0.20806
H17 2.30658 0.17085 0.59030
H18 2.80405 -1.02860 -0.70237
H19 2.59013 -1.53561 0.98486
H20 -1.51377 -0.19340 -1.03592

The value obtained for the energy above the lowest of the compared OMol25 structures with the same formula, charge and spin is 0.00 kcal/mol. The HOMO energy comes out at -8.4550 eV. The LUMO energy is 0.0314 Ha.